Entry 1:
26
Properties=species:S:1:pos:R:3:forces:R:3 method="wB97M-V/def2-TZVPD" homo_energy_ev=-8.9985 energy_ev=-10628.8254 relative_energy_kj_mol=88.6 molar_mass_g_mol=136.2 lumo_energy_ev=0.98
C -0.274986 -2.397202 2.173932 0.664 -0.270 -0.049
C 0.328028 -1.036138 2.099088 0.878 1.992 0.186
C -0.423322 0.065030 1.725032 -1.262 -0.313 -1.037
C 0.079975 1.323867 1.408073 -0.101 1.144 0.990
C 1.389117 1.643289 1.704534 -0.379 -2.003 -0.715
C 2.168278 0.552383 2.141342 0.944 2.000 0.635
C 1.682069 -0.699697 2.407545 -1.405 -0.600 -0.194
H -1.230086 -2.496822 1.640605 0.229 0.271 0.365
H -0.356287 -2.702622 3.216574 -0.204 -0.274 -0.036
H 0.439986 -3.054171 1.668786 -0.212 -0.282 0.207
H -1.498387 -0.081531 1.616906 0.124 -0.042 -0.243
H -0.549598 2.164787 1.098301 -0.208 -0.648 -0.001
H 1.739625 2.642059 1.525444 0.468 0.088 0.063
H 3.192658 0.820674 2.400960 -0.047 -0.474 0.076
H 2.279893 -1.370990 2.989844 0.499 -0.589 -0.273
C 0.172051 1.163369 -2.511316 0.377 1.727 0.664
C -0.531883 -0.127375 -2.881180 -0.151 1.011 -1.765
C -2.051607 0.033797 -2.774812 0.386 -1.228 1.070
H 1.076961 1.481427 -3.045630 -0.038 -0.869 -0.399
H -0.479380 2.059589 -2.707131 0.257 -0.837 0.581
H 0.532189 1.161181 -1.471346 -0.588 0.189 -0.054
H -0.162988 -0.961382 -2.307577 0.111 -0.366 0.059
H -0.327177 -0.256269 -3.953959 0.151 -0.590 0.240
H -2.267329 0.037221 -1.684070 -0.382 0.711 -0.657
H -2.559442 -0.876369 -3.133939 0.101 0.407 -0.171
H -2.368359 0.911896 -3.346007 -0.212 -0.155 0.458

Entry 2:
26
Properties=species:S:1:pos:R:3:forces:R:3 method="wB97M-V/def2-TZVPD" homo_energy_ev=-8.8321 energy_ev=-10628.4581 relative_energy_kj_mol=124.0 molar_mass_g_mol=136.2 lumo_energy_ev=0.98
C 1.514015 -0.479323 -0.847003 0.591 0.840 1.304
C 0.229699 -1.114080 -1.198058 -1.732 0.215 -1.492
C -0.488858 -0.551805 -2.253801 -1.421 -0.336 0.350
C -1.595504 -1.243276 -2.783956 -0.773 -0.126 -0.461
C -1.958985 -2.495094 -2.349104 2.261 -1.345 1.734
C -1.249419 -3.051977 -1.209875 -3.211 0.497 -3.140
C -0.288514 -2.310791 -0.659046 3.013 0.881 1.894
H 1.940601 -0.917921 0.073132 0.391 -0.226 -0.837
H 1.481610 0.588651 -0.580382 -0.704 -0.132 -0.116
H 2.128384 -0.446718 -1.751041 0.481 -0.630 0.465
H -0.350276 0.476955 -2.567464 0.508 -0.150 -0.200
H -2.280524 -0.871609 -3.547526 0.704 0.565 -0.094
H -2.574526 -3.209748 -2.876766 -0.632 0.583 -0.109
H -1.669188 -4.003345 -0.936137 0.592 -0.266 0.835
H 0.230749 -2.623029 0.247619 -0.086 -0.368 -0.124
C -0.231563 1.025542 2.722347 1.020 0.942 -0.344
C -0.000992 2.307019 1.911426 -0.545 0.895 -0.064
C 1.468323 2.692505 1.718411 -0.703 0.917 -1.370
H -1.115251 1.152894 3.332658 -0.587 -0.751 -0.356
H 0.571623 0.905805 3.442186 0.300 -0.057 0.142
H -0.138424 0.204402 2.001282 -0.710 -0.232 0.606
H -0.547649 2.224299 0.973008 0.396 -0.355 -0.493
H -0.557890 3.184020 2.297814 0.500 -0.393 0.583
H 2.008514 2.014811 1.052901 0.196 -0.489 0.753
H 1.544548 3.618901 1.118235 -0.275 -0.055 0.393
H 1.929503 2.922915 2.669131 0.428 -0.426 0.140

Entry 3:
26
Properties=species:S:1:pos:R:3:forces:R:3 method="wB97M-V/def2-TZVPD" homo_energy_ev=-8.8295 energy_ev=-10627.7789 relative_energy_kj_mol=189.6 molar_mass_g_mol=136.2 lumo_energy_ev=0.97
C 1.151450 -1.748660 -3.091675 1.808 -0.461 -1.222
C -0.153501 -1.410114 -2.485975 0.394 -0.447 0.991
C -0.352763 -1.963858 -1.225132 -1.964 1.244 0.721
C -1.283840 -1.339855 -0.339011 1.821 -0.498 -1.601
C -1.890827 -0.164401 -0.787524 -1.841 -0.829 1.019
C -1.940129 0.150186 -2.156455 -0.046 1.663 1.736
C -1.026819 -0.431734 -2.974680 1.192 -0.501 -1.564
H 1.997287 -1.090869 -2.740582 -1.012 -0.384 -0.111
H 1.171881 -1.666491 -4.178777 -0.146 0.149 -0.138
H 1.511742 -2.781145 -2.893102 -0.501 0.515 0.153
H 0.172989 -2.832511 -0.858915 0.366 0.027 -0.199
H -1.280575 -1.826845 0.632011 -0.639 0.781 0.223
H -2.523989 0.396663 -0.074204 0.373 -0.277 -0.562
H -2.502940 1.063372 -2.432370 0.250 -0.901 -0.132
H -0.892593 -0.097497 -4.019179 -0.118 -0.131 0.646
C 0.801696 1.239584 3.899971 -0.196 0.222 2.392
C 0.868291 2.021989 2.614721 -1.458 0.496 0.358
C 0.626874 1.124943 1.401376 -2.510 -0.538 1.567
H 1.615346 1.559891 4.581987 -0.835 0.449 0.141
H 0.979757 0.151023 3.999475 -0.367 0.321 -1.233
H -0.230622 1.453099 4.304781 1.302 -0.528 0.341
H 0.059983 2.775454 2.688908 -0.335 -0.654 -0.195
H 1.617668 2.809055 2.644713 1.305 -0.896 -0.682
H 1.378158 1.344491 0.722459 0.796 0.005 -2.127
H 0.586683 0.043943 1.666360 0.845 0.690 -0.007
H -0.461206 1.220288 1.100818 1.516 0.482 -0.514

Entry 4:
26
Properties=species:S:1:pos:R:3:forces:R:3 method="wB97M-V/def2-TZVPD" homo_energy_ev=-9.0591 energy_ev=-10628.9750 relative_energy_kj_mol=74.2 molar_mass_g_mol=136.2 lumo_energy_ev=1.02
C 1.447891 1.301743 1.431460 -0.298 0.908 0.834
C 1.533560 0.804568 -0.011214 0.576 0.776 0.023
C 1.246352 -0.659048 -0.162967 0.771 -0.961 -0.433
C 2.340327 -1.512244 -0.389868 0.232 0.558 0.214
C 2.233220 -2.890137 -0.436270 -0.639 0.250 -0.419
C 0.997872 -3.465200 -0.158838 0.303 -0.210 -0.776
C -0.101125 -2.660488 0.093301 0.126 -0.131 -0.060
C 0.017190 -1.285140 0.001391 -0.381 0.862 0.786
H 1.458227 0.529374 2.187832 -0.023 -0.621 -0.115
H 0.562292 1.903187 1.671691 -0.031 -0.152 -0.326
H 2.296238 1.933927 1.717808 -0.042 0.031 -0.363
H 1.093755 1.511544 -0.717666 -1.095 -0.360 0.135
H 2.550077 1.006531 -0.315632 0.701 -0.608 -0.005
H 3.320847 -1.064764 -0.508187 -0.005 0.045 -0.164
H 3.055702 -3.472888 -0.833091 0.057 -0.119 0.430
H 0.882385 -4.523770 -0.341084 -0.105 -0.187 0.487
H -1.044989 -3.111648 0.366360 -0.126 0.034 -0.237
H -0.853346 -0.659340 0.178526 -0.052 -0.091 -0.018
C -3.321107 1.424444 -0.528439 0.659 -0.145 -1.470
C -2.451184 2.681698 -0.370686 -0.899 -0.200 0.447
H -3.628914 0.934264 0.383517 -0.095 0.139 0.307
H -4.171054 1.595334 -1.190626 -0.258 0.112 0.395
H -2.720311 0.705467 -1.095820 -0.137 -0.218 0.153
H -2.641354 3.423793 -1.142297 -0.003 -0.073 -0.140
H -1.412436 2.402365 -0.410667 0.479 0.116 0.190
H -2.690116 3.146428 0.581466 0.286 0.248 0.125

Please write out number 1 again, unchanged.
26
Properties=species:S:1:pos:R:3:forces:R:3 method="wB97M-V/def2-TZVPD" homo_energy_ev=-8.9985 energy_ev=-10628.8254 relative_energy_kj_mol=88.6 molar_mass_g_mol=136.2 lumo_energy_ev=0.98
C -0.274986 -2.397202 2.173932 0.664 -0.270 -0.049
C 0.328028 -1.036138 2.099088 0.878 1.992 0.186
C -0.423322 0.065030 1.725032 -1.262 -0.313 -1.037
C 0.079975 1.323867 1.408073 -0.101 1.144 0.990
C 1.389117 1.643289 1.704534 -0.379 -2.003 -0.715
C 2.168278 0.552383 2.141342 0.944 2.000 0.635
C 1.682069 -0.699697 2.407545 -1.405 -0.600 -0.194
H -1.230086 -2.496822 1.640605 0.229 0.271 0.365
H -0.356287 -2.702622 3.216574 -0.204 -0.274 -0.036
H 0.439986 -3.054171 1.668786 -0.212 -0.282 0.207
H -1.498387 -0.081531 1.616906 0.124 -0.042 -0.243
H -0.549598 2.164787 1.098301 -0.208 -0.648 -0.001
H 1.739625 2.642059 1.525444 0.468 0.088 0.063
H 3.192658 0.820674 2.400960 -0.047 -0.474 0.076
H 2.279893 -1.370990 2.989844 0.499 -0.589 -0.273
C 0.172051 1.163369 -2.511316 0.377 1.727 0.664
C -0.531883 -0.127375 -2.881180 -0.151 1.011 -1.765
C -2.051607 0.033797 -2.774812 0.386 -1.228 1.070
H 1.076961 1.481427 -3.045630 -0.038 -0.869 -0.399
H -0.479380 2.059589 -2.707131 0.257 -0.837 0.581
H 0.532189 1.161181 -1.471346 -0.588 0.189 -0.054
H -0.162988 -0.961382 -2.307577 0.111 -0.366 0.059
H -0.327177 -0.256269 -3.953959 0.151 -0.590 0.240
H -2.267329 0.037221 -1.684070 -0.382 0.711 -0.657
H -2.559442 -0.876369 -3.133939 0.101 0.407 -0.171
H -2.368359 0.911896 -3.346007 -0.212 -0.155 0.458